ORCA calculation (ωB97M-V/def2-TZVPD) on an isolated molecule of C15H19NO3.

F_max (eV Å⁻¹): 0.60
Structure (SMILES): O=C(NC1CCCCC1)c1ccc2c(c1)OCCO2
Gap between HOMO and LUMO (eV): 9.30
Spin multiplicity: 1
Charge: 0
LUMO level (eV): 0.807
Relative energy (zero: lowest compared OMol25 entry of this formula, charge and spin) (eV): 0.8073

Last column: Löwdin charge in e.
Element x y z (Å)
O 0.25 1.72 1.18  0.068
C 0.04 0.66 0.61  -0.447
N 1.02 -0.11 0.09  0.100
H 0.78 -0.93 -0.43  0.135
C 2.43 0.24 0.18  -0.323
C 3.21 -0.87 0.88  -0.152
C 4.69 -0.50 0.98  -0.202
C 5.27 -0.23 -0.41  -0.212
C 4.48 0.87 -1.11  -0.202
C 3.01 0.50 -1.21  -0.150
H 2.90 -0.40 -1.82  0.118
H 2.45 1.30 -1.70  0.118
H 4.58 1.80 -0.54  0.116
H 4.89 1.05 -2.11  0.108
H 5.22 -1.15 -1.01  0.112
H 6.32 0.06 -0.32  0.107
H 4.79 0.40 1.59  0.116
H 5.24 -1.30 1.47  0.108
H 2.80 -1.04 1.87  0.118
H 3.11 -1.80 0.31  0.118
H 2.47 1.15 0.77  0.151
C -1.34 0.13 0.41  -0.136
C -2.38 1.04 0.29  0.074
C -3.68 0.62 0.11  -0.186
C -3.96 -0.75 0.04  -0.198
C -2.93 -1.67 0.20  0.008
C -1.63 -1.23 0.38  -0.038
H -0.85 -1.97 0.54  0.109
H -3.17 -2.72 0.17  0.121
O -5.22 -1.23 -0.19  -0.023
C -6.13 -0.24 -0.64  -0.148
C -5.97 1.03 0.19  -0.149
H -6.14 0.80 1.25  0.140
O -4.67 1.56 0.02  -0.020
H -6.67 1.80 -0.13  0.133
H -5.94 -0.01 -1.69  0.139
H -7.13 -0.67 -0.53  0.132
H -2.17 2.10 0.35  0.135